{
  "formula": "C3H2CoO2",
  "method": "ωB97M-V/def2-TZVPD",
  "charge": 0,
  "multiplicity": 4,
  "s2": 3.775,
  "orbital_gap_ev": [6.7, 7.6],
  "lumo_ev": [-0.6, -0.8],
  "e_homo_ev": [-7.32, -8.36],
  "species": ["O", "C", "C", "O", "C", "Co", "H", "H"],
  "xyz": [[-0.534, 1.555, -0.070], [-0.979, 0.348, 0.079], [-0.167, -0.769, -0.086], [1.059, -0.393, -0.668], [1.752, -0.588, 0.589], [1.400, 1.431, -0.060], [-2.013, 0.211, 0.427], [-0.518, -1.795, -0.212]],
  "forces_ev_per_angstrom": [[-0.9674, -0.8368, 0.4642], [0.4287, 0.4623, 0.5269], [-0.6029, 0.4332, 0.5828], [2.0591, -2.0490, -0.1604], [-2.1129, 1.1467, -1.7039], [0.6604, 0.3542, 0.5612], [0.1792, 0.0754, -0.3904], [0.3556, 0.4140, 0.1195]]
}

---

{
  "formula": "C3H2CoO3",
  "method": "ωB97M-V/def2-TZVPD",
  "charge": 1,
  "multiplicity": 5,
  "s2": 6.002,
  "orbital_gap_ev": [8.1, 4.7],
  "lumo_ev": [-4.7, -8.1],
  "e_homo_ev": [-12.83, -12.82],
  "species": ["C", "C", "O", "H", "H", "C", "O", "O", "Co"],
  "xyz": [[1.710, 3.835, -1.694], [0.744, 3.006, -2.022], [-0.055, 2.162, -1.683], [0.892, 4.683, -2.001], [2.755, 3.628, -1.919], [-0.426, 0.859, 0.129], [0.612, 1.020, 0.677], [-1.335, 0.114, -0.012], [0.634, -2.167, 1.180]],
  "forces_ev_per_angstrom": [[-2.8476, 1.2936, -2.4030], [-0.4934, -4.2163, 4.1476], [0.5978, 1.9465, -2.5438], [2.7559, 0.0099, 0.8304], [-0.2613, 0.8878, -0.1338], [0.9933, -3.8063, 2.4655], [-0.4921, 1.4862, -1.0275], [-0.0922, 1.9995, -1.2385], [-0.1603, 0.3991, -0.0969]]
}